No. 1
{
  "formula": "C25H25N5O5",
  "method": "wB97M-V/def2-TZVPD",
  "multiplicity": 1,
  "smiles": "CCn1cc(C(=O)OCC(=O)Nc2c(C)n(C)n(-c3ccccc3)c2=O)c(=O)c2ccc(C)nc21",
  "lumo_energy_ev": -0.2,
  "orbital_gap_ha": 0.280,
  "homo_energy_ev": -7.83,
  "relative_energy_ev": 0.224,
  "elements": ["H", "C", "C", "C", "H", "C", "O", "N", "H", "O", "H", "H", "C", "H", "C", "H", "C", "C", "H", "H", "C", "C", "H", "C", "O", "C", "H", "C", "O", "C", "C", "H", "C", "C", "H", "N", "H", "C", "O", "H", "H", "C", "C", "H", "H", "C", "H", "H", "H", "H", "H", "C", "N", "H", "C", "N", "N", "C", "C", "H"],
  "positions_angstrom": [[-9.589, -0.904, -1.157], [-2.727, 0.055, 1.235], [3.383, -0.740, -0.534], [5.386, -2.614, -0.635], [-5.266, -2.088, 1.618], [-4.238, -1.797, 1.822], [0.858, 2.599, -1.013], [-1.375, 1.513, -0.241], [2.010, -2.359, -0.740], [1.144, -0.004, -0.450], [4.573, 2.869, -0.178], [-8.872, -0.355, 1.140], [6.941, 1.175, 1.318], [-1.507, -1.108, 2.541], [-6.797, -0.308, 0.649], [-4.105, -1.696, 2.897], [6.551, 1.202, -0.156], [3.054, -2.093, -0.674], [6.736, 2.189, -0.583], [6.348, 1.890, 1.883], [-5.845, -0.464, -0.356], [-8.541, -0.779, -0.933], [-0.976, 0.560, 2.291], [6.512, -3.595, -0.689], [-3.818, 0.885, -1.958], [-7.594, -0.907, -1.936], [6.503, -4.121, -1.641], [-1.485, 2.847, -0.375], [-2.464, 3.501, -0.097], [-0.210, 3.526, -0.903], [-8.138, -0.476, 0.357], [-0.495, 1.048, -0.463], [-3.614, 0.507, -0.825], [-1.845, -0.078, 2.422], [-3.570, -2.579, 1.447], [5.145, 0.887, -0.322], [-7.904, -1.130, -2.946], [4.053, -3.036, -0.725], [2.252, 3.840, 0.252], [0.070, 4.350, -0.239], [-6.487, -0.033, 1.646], [-2.487, 0.717, 0.071], [2.335, 0.286, -0.469], [3.828, -4.085, -0.833], [7.459, -3.077, -0.573], [4.214, 1.853, -0.283], [-2.373, 0.219, 3.327], [6.404, -4.334, 0.103], [7.992, 1.430, 1.426], [7.121, 0.451, -0.705], [-5.507, -0.848, -2.430], [2.873, 1.635, -0.384], [-3.973, -0.520, 1.197], [-0.428, 3.927, -1.898], [1.978, 2.817, -0.330], [5.711, -1.342, -0.502], [-4.481, -0.306, -0.085], [4.749, -0.422, -0.454], [-6.249, -0.760, -1.654], [6.779, 0.182, 1.727]]
}

=====

No. 2
{
  "formula": "C6H16",
  "method": "wB97M-V/def2-TZVPD",
  "multiplicity": 1,
  "smiles": "CC(C)C.CC",
  "lumo_energy_ev": 1.1,
  "orbital_gap_ha": 0.441,
  "homo_energy_ev": -10.89,
  "relative_energy_ev": 2.094,
  "elements": ["C", "C", "C", "H", "H", "H", "H", "H", "H", "C", "H", "H", "H", "H", "H", "C", "H", "H", "H", "C", "H", "H"],
  "positions_angstrom": [[1.044, -1.000, -0.034], [0.137, 0.595, -1.591], [1.082, 0.461, -0.475], [2.612, 0.452, -2.110], [-3.152, -1.282, 2.040], [-1.418, -1.291, 2.697], [-2.957, 1.077, 1.647], [2.556, 1.909, -1.190], [0.427, 0.302, -2.654], [-2.106, 0.431, 1.384], [0.085, -1.206, 0.034], [1.329, -1.758, -0.903], [0.893, 1.107, 0.404], [-1.156, 0.994, 1.605], [-1.882, -1.795, 1.063], [-2.171, -1.019, 1.894], [0.090, 1.646, -1.927], [1.645, -1.422, 0.866], [-2.042, 0.518, 0.301], [2.472, 0.773, -1.095], [-0.769, 0.214, -1.467], [3.282, 0.295, -0.486]]
}

=====

No. 3
{
  "formula": "C5H6N2",
  "method": "wB97M-V/def2-TZVPD",
  "multiplicity": 1,
  "smiles": "Nc1cccnc1",
  "lumo_energy_ev": 0.9,
  "orbital_gap_ha": 0.341,
  "homo_energy_ev": -8.34,
  "relative_energy_ev": 0.709,
  "elements": ["H", "N", "C", "H", "C", "N", "H", "C", "H", "H", "H", "C", "C"],
  "positions_angstrom": [[-2.706, -0.709, 1.207], [-1.602, -0.631, 1.555], [-0.591, -0.284, 0.658], [1.899, 1.136, -1.854], [1.186, 0.617, -1.255], [-0.113, 0.677, -1.527], [2.705, -0.100, 0.039], [-0.982, 0.212, -0.615], [-1.507, -0.330, 2.544], [-1.978, 0.358, -0.958], [1.222, -0.943, 1.773], [1.649, -0.021, -0.144], [0.800, -0.479, 0.865]]
}

=====

No. 4
{
  "formula": "C6H15OS",
  "method": "wB97M-V/def2-TZVPD",
  "multiplicity": 1,
  "lumo_energy_ev": -3.7,
  "orbital_gap_ha": 0.414,
  "homo_energy_ev": -14.93,
  "charge": 1,
  "relative_energy_ev": 1.052,
  "elements": ["C", "C", "H", "C", "O", "H", "H", "S", "H", "H", "C", "H", "H", "H", "H", "C", "H", "H", "H", "H", "H", "H", "C"],
  "positions_angstrom": [[-1.087, 0.159, 0.783], [1.052, 1.770, -0.741], [-0.126, -1.541, -2.216], [1.409, 0.985, 2.159], [1.403, -0.676, 0.086], [-2.314, -1.270, 1.498], [1.173, -2.461, -2.995], [0.764, 0.510, 0.561], [-1.866, 1.809, -0.303], [0.579, 1.681, 2.563], [-1.276, -0.925, 1.436], [-3.055, 0.583, 0.373], [-2.155, 0.314, -1.046], [1.606, 0.120, 2.748], [2.353, 1.630, 2.048], [0.348, -2.504, -2.267], [0.210, 2.320, -1.001], [0.746, -2.574, -1.239], [-0.546, -1.289, 2.140], [1.500, 1.255, -1.653], [1.706, 2.564, -0.430], [-0.352, -3.291, -2.396], [-2.069, 0.832, -0.107]]
}

=====

No. 5
{
  "formula": "C22H23FN6S",
  "method": "wB97M-V/def2-TZVPD",
  "multiplicity": 1,
  "lumo_energy_ev": -0.9,
  "orbital_gap_ha": 0.269,
  "homo_energy_ev": -8.18,
  "elements": ["H", "H", "N", "C", "H", "H", "C", "S", "H", "C", "H", "H", "N", "C", "C", "N", "H", "C", "N", "H", "F", "H", "N", "C", "H", "C", "H", "H", "C", "C", "H", "H", "C", "C", "H", "H", "H", "C", "N", "C", "C", "H", "H", "C", "C", "H", "C", "H", "C", "C", "C", "H", "C"],
  "positions_angstrom": [[0.238, 0.120, -2.268], [7.109, 0.875, 0.972], [-3.944, 2.568, 0.768], [6.019, -4.278, 0.887], [5.829, -1.311, 1.957], [-6.538, 0.603, 0.450], [-8.351, 1.465, 1.108], [-5.328, 3.158, 0.171], [-3.636, 2.453, -3.701], [7.400, -6.001, 0.460], [2.994, 1.644, 1.066], [-8.082, 2.500, 0.995], [8.029, -4.827, 0.146], [-8.051, -0.750, 1.031], [5.379, -0.385, 1.637], [-5.044, 3.045, -1.395], [0.302, 0.332, -0.530], [4.040, -0.095, 1.658], [-7.470, 0.466, 0.797], [3.194, -0.682, 1.974], [1.583, 2.415, -0.377], [5.408, -6.404, 1.251], [-1.177, 1.473, -3.895], [1.197, 1.953, -1.642], [8.960, -4.751, -0.220], [-1.296, 1.375, 0.997], [2.096, 1.604, -2.147], [7.894, -6.948, 0.328], [5.093, 1.701, 0.848], [-9.510, 0.880, 1.543], [0.776, 2.806, -2.174], [-0.493, 0.572, 2.956], [-3.200, 2.262, -0.288], [-3.818, 2.536, -1.542], [-7.514, -1.665, 0.849], [7.510, -2.759, 0.222], [-10.032, -1.287, 1.769], [-3.154, 2.248, -2.753], [3.876, 1.173, 1.175], [-1.248, 1.429, -1.452], [6.149, -5.694, 0.923], [-1.762, 1.576, -4.714], [-0.778, 0.544, -3.931], [7.196, -3.773, 0.403], [-1.905, 1.713, -2.714], [-10.397, 1.403, 1.862], [-9.319, -0.527, 1.494], [5.161, -3.698, 1.181], [-1.885, 1.687, -0.271], [6.049, 0.758, 1.123], [-0.875, 0.942, 2.034], [5.175, 2.697, 0.450], [0.153, 0.858, -1.472]]
}

=====

No. 6
{
  "formula": "C5H5NO2",
  "method": "wB97M-V/def2-TZVPD",
  "multiplicity": 1,
  "smiles": "C=CO/C=C\\N=C=O",
  "lumo_energy_ev": 0.8,
  "orbital_gap_ha": 0.361,
  "homo_energy_ev": -9.04,
  "relative_energy_ev": 2.947,
  "elements": ["H", "C", "C", "N", "H", "C", "C", "H", "O", "C", "O", "H", "H"],
  "positions_angstrom": [[0.659, 0.863, -0.819], [0.275, 1.416, -0.015], [2.641, -0.237, 0.042], [1.687, -0.891, 0.285], [0.866, 2.325, 0.124], [-0.508, 0.957, 0.965], [-0.654, -1.319, 0.477], [-1.521, -1.986, 0.062], [3.617, 0.325, -0.251], [0.563, -1.672, 0.144], [-1.117, -0.246, 1.106], [0.627, -2.502, -0.541], [-0.839, 1.549, 1.923]]
}

=====

No. 7
{
  "formula": "C7H7F2O3S",
  "method": "wB97M-V/def2-TZVPD",
  "multiplicity": 1,
  "lumo_energy_ev": 3.6,
  "orbital_gap_ha": 0.271,
  "homo_energy_ev": -3.79,
  "charge": -1,
  "relative_energy_ev": 2.592,
  "elements": ["O", "H", "H", "H", "C", "F", "C", "C", "C", "H", "C", "F", "S", "O", "H", "C", "O", "C", "H", "H"],
  "positions_angstrom": [[-2.196, 1.342, 1.161], [-1.125, -1.972, -0.462], [-0.705, -2.115, -1.977], [-0.768, -0.472, -1.189], [-0.884, 1.866, -0.512], [-0.745, 0.826, 2.759], [-2.176, 1.820, -0.119], [-0.898, 1.069, 1.449], [0.964, -1.670, -0.768], [-3.004, 2.302, -0.558], [0.010, 1.330, 0.440], [-0.482, 2.276, -1.703], [1.944, 0.791, 0.569], [2.061, 1.156, 1.970], [1.315, -1.469, 1.470], [1.486, -0.928, 0.488], [2.889, -0.710, 0.467], [-0.489, -1.501, -1.151], [1.300, -2.702, -0.814], [1.502, -1.239, -1.519]]
}

=====

No. 8
{
  "formula": "C22H38N8OS2Ti",
  "method": "wB97M-V/def2-TZVPD",
  "multiplicity": 2,
  "lumo_energy_ev": [-8.8, -8.5],
  "orbital_gap_ha": [0.279, 0.291],
  "homo_energy_ev": [-16.40, -16.40],
  "charge": 3,
  "relative_energy_ev": 0.525,
  "elements": ["H", "C", "N", "H", "H", "C", "C", "H", "H", "C", "S", "H", "C", "H", "H", "H", "H", "N", "H", "N", "C", "C", "H", "H", "H", "H", "H", "C", "H", "H", "C", "N", "H", "C", "H", "H", "C", "C", "H", "N", "N", "C", "H", "C", "H", "Ti", "N", "H", "H", "H", "C", "C", "C", "H", "H", "C", "S", "N", "O", "H", "H", "C", "H", "H", "H", "C", "H", "H", "C", "C", "H", "H"],
  "positions_angstrom": [[-3.392, -3.402, 0.167], [1.921, -1.557, -2.368], [3.193, -0.506, 2.313], [0.118, 5.396, -0.576], [2.729, 6.202, 3.221], [1.131, 4.902, 2.635], [-2.029, -3.187, -1.975], [-3.229, 2.942, 1.150], [0.325, -2.277, 1.882], [-0.428, 3.158, 1.994], [0.433, -0.643, -2.506], [1.423, 1.342, 0.076], [0.180, 4.927, 0.424], [-1.194, -3.531, -2.584], [2.860, -4.323, -3.110], [3.546, 2.353, 0.828], [4.601, -2.817, -1.122], [-1.543, -2.760, -0.630], [-2.726, -4.013, -1.886], [3.080, -1.018, -2.738], [-0.474, 3.731, 0.735], [4.258, -1.861, -3.046], [-4.089, 0.654, 0.225], [-0.647, -3.222, -0.457], [2.902, -4.570, -1.377], [-2.024, -4.055, 0.975], [-2.648, -0.054, 1.708], [-3.162, 3.393, 0.156], [5.137, -1.228, -2.994], [-4.305, -2.136, -0.976], [0.966, 5.510, 1.403], [-2.722, -0.726, 0.954], [-0.940, 2.222, 2.230], [-2.409, -3.149, 0.517], [4.539, 1.544, 1.952], [1.422, 6.025, 4.407], [2.832, 0.527, 1.528], [2.017, 5.500, 3.665], [-3.270, 4.469, 0.226], [3.682, 1.553, 1.409], [-2.936, -0.856, -1.923], [1.637, 0.518, 0.742], [1.464, 6.457, 1.199], [-2.671, -2.040, -2.774], [-5.055, -0.709, -1.633], [-1.127, -0.461, -0.591], [1.879, -2.841, -1.998], [-3.318, -2.273, 2.251], [-3.100, -0.057, -2.524], [2.596, -2.354, 3.059], [-4.181, -1.056, -1.085], [2.991, -3.803, -2.157], [-2.501, -2.057, 1.556], [2.560, 4.744, 4.230], [-1.971, -1.683, -3.556], [2.294, -1.508, 2.432], [-1.559, 3.055, -0.515], [0.750, -0.475, 0.859], [-1.441, 1.491, -0.380], [-4.835, -0.741, 0.934], [0.946, -3.225, -1.892], [1.068, -1.508, 1.715], [0.513, 3.280, 3.901], [-3.608, -2.385, -3.264], [-3.919, 2.996, -0.515], [0.393, 3.727, 2.927], [5.107, -3.727, -2.565], [3.060, -0.068, -3.071], [-4.025, -0.431, 0.287], [4.331, -3.078, -2.141], [-1.570, -2.035, 2.134], [4.165, -2.212, -4.079]]
}

=====

No. 9
{
  "formula": "C4H16O4",
  "method": "wB97M-V/def2-TZVPD",
  "multiplicity": 1,
  "lumo_energy_ev": 0.2,
  "orbital_gap_ha": 0.343,
  "homo_energy_ev": -9.13,
  "relative_energy_ev": 4.605,
  "elements": ["O", "C", "H", "C", "C", "H", "O", "O", "H", "H", "H", "O", "H", "C", "H", "H", "H", "H", "H", "H", "H", "H", "H", "H"],
  "positions_angstrom": [[3.252, -1.169, -0.130], [-0.790, -1.981, -0.022], [3.293, -0.928, 0.798], [2.040, -1.831, -0.474], [-1.844, 2.437, 1.840], [-1.797, -1.812, 0.359], [-0.536, -1.131, -1.085], [-1.046, 2.997, 0.796], [-1.177, -1.330, -1.770], [-0.065, -1.826, 0.777], [0.394, 1.416, -2.065], [-0.755, 0.882, -0.463], [-1.632, 1.370, 1.902], [0.517, 1.239, -0.997], [-0.666, -2.989, -0.419], [-0.814, -0.065, -0.611], [-1.556, 2.999, 2.729], [-2.899, 2.582, 1.610], [1.472, -1.140, -1.096], [0.688, 2.207, -0.526], [2.263, -2.790, -0.942], [1.210, 0.452, -0.697], [-1.038, 2.411, 0.037], [1.486, -2.000, 0.450]]
}

=====

No. 10
{
  "formula": "C9H13NO2",
  "method": "wB97M-V/def2-TZVPD",
  "multiplicity": 1,
  "smiles": "Cc1ccc(O)cc1.CC(N)=O",
  "lumo_energy_ev": 0.6,
  "orbital_gap_ha": 0.352,
  "homo_energy_ev": -9.01,
  "relative_energy_ev": 0.561,
  "elements": ["H", "H", "H", "O", "N", "O", "C", "H", "H", "C", "C", "H", "C", "H", "C", "H", "H", "C", "H", "C", "C", "H", "H", "C", "H"],
  "positions_angstrom": [[1.230, -2.587, 0.101], [0.417, 1.061, -2.572], [-2.116, 0.225, 2.359], [-0.136, 4.179, -2.781], [0.111, 1.950, -2.933], [0.192, 1.519, 1.705], [0.538, -1.960, 0.640], [2.280, 2.385, -1.573], [-1.497, -4.204, 0.079], [-0.131, 0.208, 1.487], [-1.326, -0.337, 1.886], [-1.300, -4.398, 1.916], [-0.645, -2.542, 1.101], [-0.779, 1.886, -3.403], [0.747, -0.598, 0.757], [2.135, 4.109, -1.659], [1.735, -0.249, 0.480], [-1.553, -1.703, 1.720], [1.351, 3.249, -0.380], [-0.902, -4.028, 0.970], [0.415, 3.172, -2.396], [0.082, 2.130, 0.976], [0.017, -4.560, 0.790], [1.580, 3.202, -1.444], [-2.447, -2.106, 2.173]]
}

=====

No. 11
{
  "formula": "C4H2O2",
  "method": "wB97M-V/def2-TZVPD",
  "multiplicity": 1,
  "smiles": "O=CC#CC=O",
  "lumo_energy_ev": -1.0,
  "orbital_gap_ha": 0.367,
  "homo_energy_ev": -10.94,
  "relative_energy_ev": 0.812,
  "elements": ["C", "H", "C", "O", "O", "C", "C", "H"],
  "positions_angstrom": [[0.013, 0.660, -0.240], [-1.943, 0.499, -1.097], [1.115, -1.276, 0.891], [0.222, -1.963, 1.323], [-1.222, 2.408, -1.139], [-1.136, 1.232, -0.892], [0.819, 0.078, 0.450], [2.131, -1.639, 0.705]]
}

=====

No. 12
{
  "formula": "C3H6N2O2",
  "method": "wB97M-V/def2-TZVPD",
  "multiplicity": 1,
  "smiles": "NCC(=O)NC=O",
  "lumo_energy_ev": 0.7,
  "orbital_gap_ha": 0.375,
  "homo_energy_ev": -9.51,
  "relative_energy_ev": 1.766,
  "elements": ["H", "H", "O", "H", "H", "C", "O", "N", "C", "H", "H", "N", "C"],
  "positions_angstrom": [[-1.170, -0.921, -1.568], [-1.097, -1.076, 1.460], [1.742, -0.270, 1.312], [2.805, 0.918, 0.060], [0.110, -1.578, 0.265], [-0.714, -0.882, 0.447], [-1.157, 1.471, 0.503], [0.796, 0.748, -0.490], [-0.420, 0.556, 0.229], [-2.360, -0.239, -0.679], [0.860, 1.575, -1.071], [-1.674, -0.991, -0.686], [1.858, 0.438, 0.335]]
}